{
  "formula": "C52H50BrCsN10O3",
  "method": "ωB97M-V/def2-TZVPD",
  "homo_ev": -1.538,
  "charge": -2,
  "orbital_gap_ev": 4.7,
  "energy_ha": -5379.00933,
  "elements": ["Cs", "C", "C", "C", "C", "C", "N", "C", "N", "C", "C", "C", "C", "C", "C", "C", "C", "N", "C", "N", "C", "N", "C", "N", "C", "N", "C", "C", "C", "C", "C", "C", "C", "C", "C", "C", "C", "C", "N", "C", "C", "H", "H", "H", "H", "H", "H", "H", "H", "H", "H", "H", "H", "H", "H", "H", "H", "C", "C", "C", "C", "C", "C", "C", "Br", "C", "O", "C", "C", "C", "C", "C", "C", "H", "H", "H", "H", "H", "H", "H", "H", "H", "H", "H", "H", "H", "H", "H", "H", "H", "H", "H", "H", "O", "O", "C", "C", "N", "C", "C", "C", "C", "N", "H", "H", "H", "H", "H", "H", "H", "H", "H", "H", "H", "H", "H", "H"],
  "coordinates": [[-0.415, 0.201, 1.472], [-1.927, 4.802, -4.687], [-1.396, 5.812, -3.889], [-1.141, 5.597, -2.534], [-1.403, 4.341, -2.032], [-1.307, 3.747, -0.660], [-1.590, 2.408, -0.711], [-2.093, 2.157, -1.910], [-2.727, 1.073, -2.347], [-3.283, 0.236, -1.457], [-4.077, -0.931, -1.956], [-4.329, -1.428, -3.219], [-5.140, -2.557, -3.317], [-5.688, -3.146, -2.180], [-5.449, -2.618, -0.913], [-4.638, -1.506, -0.829], [-4.190, -0.659, 0.319], [-4.625, -0.868, 1.503], [-4.189, -0.113, 2.598], [-3.042, 0.416, 2.754], [-2.917, 0.902, 4.150], [-2.569, 2.302, 4.326], [-2.024, 3.073, 3.493], [-1.868, 2.968, 2.070], [-1.323, 4.065, 1.661], [-1.108, 4.507, 0.364], [-1.012, 5.011, 2.766], [-0.415, 6.256, 2.802], [-0.287, 6.869, 4.046], [-0.746, 6.243, 5.204], [-1.347, 4.988, 5.154], [-1.472, 4.393, 3.915], [-4.284, 0.631, 4.757], [-4.776, 0.884, 6.019], [-6.078, 0.474, 6.304], [-6.851, -0.174, 5.345], [-6.343, -0.430, 4.074], [-5.054, -0.011, 3.802], [-3.353, 0.343, -0.148], [-1.927, 3.334, -2.825], [-2.217, 3.545, -4.157], [-2.124, 5.002, -5.733], [-1.184, 6.779, -4.329], [-0.751, 6.378, -1.894], [-3.911, -0.949, -4.095], [-5.352, -2.985, -4.290], [-6.314, -4.024, -2.288], [-5.881, -3.053, -0.021], [-0.061, 6.728, 1.894], [0.182, 7.843, 4.120], [-0.625, 6.744, 6.158], [-1.699, 4.479, 6.042], [-4.160, 1.382, 6.756], [-6.497, 0.658, 7.288], [-7.859, -0.484, 5.595], [-6.929, -0.941, 3.321], [-2.655, 2.759, -4.760], [7.708, -2.667, -0.370], [7.234, -1.868, 0.854], [7.700, -2.591, 2.127], [7.917, -0.500, 0.815], [5.712, -1.749, 0.846], [5.040, -0.535, 0.797], [3.661, -0.496, 0.803], [2.811, 1.212, 0.735], [2.812, -1.638, 0.867], [1.548, -1.554, 0.899], [3.535, -2.892, 0.885], [4.917, -2.901, 0.883], [2.723, -4.189, 0.900], [1.836, -4.256, -0.355], [3.610, -5.437, 0.902], [1.842, -4.241, 2.157], [8.799, -2.773, -0.369], [7.407, -2.163, -1.290], [7.269, -3.666, -0.380], [8.791, -2.688, 2.144], [7.268, -3.591, 2.191], [7.385, -2.037, 3.013], [9.004, -0.628, 0.827], [7.638, 0.108, 1.678], [7.651, 0.052, -0.088], [5.574, 0.405, 0.758], [5.423, -3.860, 0.906], [2.457, -4.252, -1.256], [1.168, -3.397, -0.381], [1.243, -5.177, -0.349], [4.250, -5.482, 0.017], [2.973, -6.326, 0.903], [4.245, -5.481, 1.790], [1.192, -3.370, 2.202], [2.466, -4.255, 3.054], [1.229, -5.149, 2.152], [-0.688, 0.266, 4.243], [-2.003, 0.140, 4.850], [-0.246, 0.081, -6.267], [-0.745, 0.263, -4.835], [-0.063, -0.570, -3.868], [-0.530, -1.928, -3.686], [0.307, -2.988, -4.403], [0.993, -0.112, -3.097], [1.373, 1.339, -3.238], [1.651, -0.807, -2.253], [-0.751, 0.778, -6.942], [-0.433, -0.933, -6.627], [0.829, 0.264, -6.326], [-1.814, 0.044, -4.776], [-0.653, 1.306, -4.543], [-1.559, -1.972, -4.045], [-0.576, -2.150, -2.615], [0.244, -2.869, -5.486], [-0.046, -3.990, -4.147], [1.357, -2.917, -4.119], [1.648, 1.592, -4.266], [2.218, 1.514, -2.578], [0.556, 1.999, -2.939], [1.330, -1.770, -2.193]]
}